# C4H10N2OS

A 2-piece molecular cluster, C4H10N2OS overall in a non-equilibrium geometry (the ωB97M-V functional and the def2-TZVPD basis, OMol25).

Each line ends with the Löwdin charge.
Element x y z (Å)
1 C 3.80419 -0.35972 0.97358  -0.17
2 C 3.18719 -1.51620 0.13076  -0.68
3 C 4.16728 0.88732 -1.15438  0.22
4 C -4.31874 0.86807 -0.64736  -0.23
5 N 4.54561 0.60601 0.02504  -0.36
6 N -4.00115 0.16515 0.63982  -0.14
7 O 5.49308 1.26794 0.55480  -0.07
8 S 1.63403 -1.05944 -0.71818  0.60
9 H 2.91769 0.09843 1.53764  0.14
10 H 4.54934 -0.67031 1.75846  0.13
11 H 3.73501 -2.03984 -0.73560  0.08
12 H 3.07711 -2.21174 0.93864  0.05
13 H 4.53694 1.57043 -1.79873  0.04
14 H -3.64170 0.27476 -1.41784  0.10
15 H -5.41089 1.14038 -0.86336  0.07
16 H -3.88691 1.89058 -0.50200  0.05
17 H -4.91264 0.35812 1.19025  0.07
18 H -3.97638 -0.89304 0.67495  0.06

Max |F|: 5.18 eV/A
E_HOMO (alpha / beta): -8.9 / -8.8 eV
LUMO (alpha / beta): -3.2 / -3.2 eV
Total charge: 0
2S+1: 1
Energy above the lowest of the compared OMol25 structures with the same formula, charge and spin: 9.729 eV
HOMO-LUMO gap (alpha / beta): 5.692 / 5.634 eV